Computed, not measured: a 8-piece molecular cluster, C47H112N8O8 overall at a distorted geometry, with the ωB97M-V functional and the def2-TZVPD basis.

Each line ends with the Löwdin charge.
Atoms and positions in Å:
C (-2.6710, -0.9865, -0.7262)  -0.001
C (-1.4678, -0.0108, -0.2224)  -0.430
C (-2.1388, 1.2050, 0.3848)  -0.039
C (-0.8563, -0.7557, 0.9802)  -0.158
C (0.1571, -1.8319, 0.6319)  -0.149
C (1.1905, -1.2517, -0.3984)  -0.127
C (0.4914, -0.6746, -1.6244)  -0.445
C (1.7015, 0.0570, -2.4043)  -0.024
C (-0.0219, -1.9075, -2.5625)  0.007
N (-0.4573, 0.3137, -1.2422)  -0.123
O (-0.9678, 0.9833, -2.3104)  0.003
H (-3.5594, -0.6928, -0.1670)  0.066
H (-2.9958, -0.9113, -1.7639)  0.063
H (-2.4696, -2.0038, -0.3907)  0.052
H (-2.7988, 0.9129, 1.2016)  0.081
H (-1.4978, 1.9292, 0.8876)  0.075
H (-2.6633, 1.8084, -0.3561)  0.054
H (-0.5043, -0.0210, 1.7044)  0.113
H (-1.7187, -1.1677, 1.5043)  0.107
H (0.6771, -2.0371, 1.5676)  0.084
H (-0.4211, -2.7001, 0.3157)  0.096
H (2.0962, -1.8452, -0.5226)  0.101
H (1.6860, -0.4758, 0.1852)  0.102
H (1.3841, 0.5925, -3.2991)  0.077
H (2.4752, -0.6609, -2.6766)  0.061
H (2.2212, 0.7253, -1.7178)  0.064
H (-0.7962, -2.5111, -2.0891)  0.052
H (0.7343, -2.6879, -2.6473)  0.072
H (-0.3870, -1.5202, -3.5138)  0.074
H (-1.7457, 0.5070, -2.6095)  0.089
C (4.8936, 5.8896, -0.0775)  -0.009
C (4.5400, 4.3183, -0.1944)  -0.431
C (4.4376, 3.9584, -1.7243)  -0.044
C (5.6754, 3.3869, 0.3265)  -0.162
C (5.8046, 3.4726, 1.8068)  -0.182
C (4.4992, 2.8696, 2.2774)  -0.139
C (3.1681, 3.4998, 1.8268)  -0.512
C (1.9806, 2.5944, 2.0621)  -0.056
C (2.8549, 4.6592, 2.7711)  -0.042
N (3.2333, 3.9344, 0.4133)  -0.098
O (2.0656, 4.5598, -0.1038)  0.002
H (4.3142, 6.5952, -0.6729)  0.077
H (5.9489, 5.9846, -0.3335)  0.068
H (4.9614, 6.1935, 0.9672)  0.053
H (3.6463, 4.4996, -2.2428)  0.078
H (4.0728, 2.9320, -1.6857)  0.054
H (5.3701, 4.1016, -2.2702)  0.089
H (5.4272, 2.4153, -0.1007)  0.112
H (6.6147, 3.7481, -0.0923)  0.119
H (6.1345, 4.4430, 2.1775)  0.119
H (6.5206, 2.7718, 2.2361)  0.113
H (4.5196, 2.8478, 3.3670)  0.122
H (4.4656, 1.8362, 1.9324)  0.119
H (1.7007, 2.2198, 3.0467)  0.091
H (1.0371, 2.9849, 1.6806)  0.071
H (2.0405, 1.7869, 1.3324)  0.068
H (3.6334, 5.3937, 2.5649)  0.074
H (1.8512, 5.0234, 2.5520)  0.079
H (2.7473, 4.3801, 3.8193)  0.084
H (1.8332, 3.9800, -0.8328)  0.086
C (-7.3301, -3.2871, -4.3751)  -0.006
C (-6.0872, -2.6164, -3.7419)  -0.502
C (-4.9070, -2.2162, -4.6900)  -0.016
C (-6.4981, -1.2847, -3.1036)  -0.154
C (-7.3326, -1.3974, -1.8095)  -0.129
C (-6.4788, -2.2981, -0.8282)  -0.134
C (-6.0096, -3.6138, -1.4465)  -0.538
C (-4.9377, -4.0286, -0.4485)  -0.033
C (-7.2013, -4.4902, -1.2961)  -0.051
N (-5.4517, -3.4968, -2.7800)  -0.137
O (-5.0790, -4.7220, -3.3270)  0.014
H (-8.0164, -2.5468, -4.7863)  0.082
H (-6.9416, -3.9077, -5.1825)  0.081
H (-7.9647, -3.9142, -3.7489)  0.066
H (-4.5127, -3.1699, -5.0410)  0.076
H (-5.1173, -1.4789, -5.4647)  0.087
H (-4.1575, -1.7933, -4.0211)  0.064
H (-5.5653, -0.7966, -2.8212)  0.101
H (-6.9578, -0.7250, -3.9182)  0.119
H (-7.5071, -0.3812, -1.4559)  0.101
H (-8.3062, -1.8310, -2.0382)  0.100
H (-7.1858, -2.5130, -0.0269)  0.113
H (-5.7603, -1.7596, -0.2103)  0.097
H (-3.9683, -3.7717, -0.8755)  0.076
H (-5.0424, -5.1115, -0.3817)  0.086
H (-5.0379, -3.6960, 0.5847)  0.076
H (-7.0755, -5.3356, -1.9725)  0.088
H (-8.0994, -4.0647, -1.7440)  0.072
H (-7.3281, -4.8441, -0.2730)  0.099
H (-4.1632, -4.6834, -3.0417)  0.106
C (1.1099, -2.4225, 4.6838)  -0.098
O (-0.0830, -3.0388, 5.1327)  -0.177
C (-0.6562, -3.9421, 4.1900)  -0.193
C (-2.2143, -3.9745, 4.0011)  -0.369
C (-2.8560, -5.1898, 4.7817)  -0.063
N (-2.6844, -4.0500, 2.6054)  0.027
H (1.3781, -1.7036, 5.4580)  0.094
H (0.9347, -1.9037, 3.7414)  0.061
H (1.8336, -3.2075, 4.4644)  0.090
H (-0.2517, -3.9191, 3.1781)  0.102
H (-0.3147, -4.9532, 4.4113)  0.119
H (-2.5903, -3.0105, 4.3438)  0.124
H (-2.7308, -6.0941, 4.1861)  0.067
H (-3.9306, -5.0088, 4.8027)  0.063
H (-2.4467, -5.4942, 5.7450)  0.071
H (-2.1188, -3.6790, 1.8554)  0.040
H (-3.5945, -3.6429, 2.4439)  0.054
C (-1.0492, 6.2476, 6.7204)  -0.098
O (-1.1270, 4.8025, 6.5512)  -0.202
C (-1.4613, 4.3995, 5.1896)  -0.193
C (-2.4437, 3.2585, 5.0924)  -0.410
C (-2.5976, 2.7376, 3.6150)  -0.056
N (-3.8081, 3.6038, 5.6052)  0.032
H (-0.8113, 6.3985, 7.7734)  0.081
H (-1.9680, 6.7905, 6.4987)  0.083
H (-0.2075, 6.6946, 6.1913)  0.080
H (-1.7906, 5.3051, 4.6802)  0.122
H (-0.4918, 4.1128, 4.7822)  0.120
H (-2.1167, 2.4634, 5.7624)  0.127
H (-2.8755, 3.6547, 3.0955)  0.076
H (-3.3676, 2.0208, 3.3298)  0.069
H (-1.6031, 2.4339, 3.2882)  0.055
H (-3.6556, 4.2721, 6.3469)  0.057
H (-4.1875, 2.7171, 5.9052)  0.066
C (-5.2525, 3.0125, -0.9210)  -0.127
O (-4.7297, 4.3016, -1.0688)  -0.207
C (-4.2114, 4.6546, -2.3709)  -0.139
C (-2.7614, 4.0599, -2.3858)  -0.415
C (-1.7564, 4.7255, -1.4528)  -0.063
N (-2.1424, 4.0482, -3.7296)  0.034
H (-6.2290, 2.8552, -1.3791)  0.087
H (-5.2832, 2.8690, 0.1590)  0.092
H (-4.5635, 2.2308, -1.2407)  0.057
H (-4.8568, 4.5054, -3.2366)  0.119
H (-4.3276, 5.7233, -2.1907)  0.121
H (-2.7936, 3.0241, -2.0478)  0.088
H (-0.7594, 4.3067, -1.5896)  0.068
H (-2.0763, 4.7925, -0.4129)  0.078
H (-1.6100, 5.7588, -1.7674)  0.075
H (-1.9262, 5.0278, -3.8468)  0.063
H (-1.3526, 3.4191, -3.7076)  0.056
C (6.9133, -5.2504, 1.4358)  -0.057
O (5.7754, -5.4138, 0.4690)  -0.224
C (5.9978, -4.6948, -0.8178)  -0.138
C (4.6745, -5.0276, -1.5774)  -0.437
C (3.4253, -4.7349, -0.7598)  -0.082
N (4.4935, -6.4260, -1.9564)  0.037
H (7.7251, -5.9560, 1.2590)  0.078
H (6.5664, -5.3784, 2.4611)  0.074
H (7.2093, -4.2014, 1.4208)  0.072
H (6.1674, -3.6185, -0.8504)  0.098
H (6.8184, -5.1850, -1.3416)  0.114
H (4.6261, -4.4077, -2.4727)  0.128
H (3.5051, -3.7407, -0.3203)  0.064
H (3.3149, -5.4504, 0.0551)  0.074
H (2.4634, -4.7777, -1.2707)  0.075
H (4.4041, -6.8598, -1.0487)  0.061
H (5.3935, -6.7118, -2.3147)  0.064
C (7.5654, -0.7038, -1.1403)  -0.112
O (6.6422, -1.4139, -1.9471)  -0.215
C (5.5199, -0.6384, -2.5160)  -0.148
C (5.9645, 0.5281, -3.4000)  -0.468
C (4.7112, 1.2321, -3.9843)  -0.047
N (6.9437, 0.1530, -4.3616)  0.058
H (7.3160, 0.3558, -1.1959)  0.068
H (8.6042, -0.9464, -1.3641)  0.090
H (7.4578, -0.8710, -0.0686)  0.078
H (4.9407, -1.3691, -3.0806)  0.121
H (4.8322, -0.3396, -1.7249)  0.115
H (6.4927, 1.1915, -2.7152)  0.105
H (4.9907, 2.1042, -4.5754)  0.078
H (3.9636, 1.6139, -3.2890)  0.036
H (4.1862, 0.4960, -4.5931)  0.081
H (7.6375, -0.4129, -3.8942)  0.067
H (7.5205, 0.9755, -4.4659)  0.079

Its charge is 0. Its total energy is -2897.471764 hartree. The calculation puts the highest occupied orbital energy at -8.2 eV.